15
Properties=species:S:1:pos:R:3:mulliken_charge:R:1 method="wB97M-V/def2-TZVPD" total_energy_ha=-631.420374 relative_energy_kj_mol=448.4 fmax_ev_per_a=6.95 smiles="C1=C[C@H]2C[C@@H]2CS1" total_charge=0
S -2.16 -0.29 -0.23 -0.194
C -0.86 -1.53 0.07 -0.550
C -1.53 1.31 0.13 -0.237
C -0.21 1.55 -0.16 -0.748
C 1.92 -0.26 -0.10 -0.542
C 0.57 0.48 -0.48 -0.148
C 0.49 -0.73 0.29 -0.013
H 2.47 0.22 0.70 0.311
H -1.15 -2.24 0.81 0.422
H 0.15 2.48 0.28 0.295
H 0.61 -0.25 1.33 0.173
H 0.18 0.26 -1.39 0.399
H 2.45 -0.56 -1.14 0.239
H -0.80 -2.44 -0.88 0.237
H -2.14 2.00 0.74 0.355


15
Properties=species:S:1:pos:R:3:mulliken_charge:R:1 method="wB97M-V/def2-TZVPD" total_energy_ha=-631.480189 relative_energy_kj_mol=291.4 fmax_ev_per_a=1.99 smiles="C=C1C[C@@H]2C[C@H]2S1" total_charge=0
S 0.36 -1.84 -0.13 -0.173
C -1.09 -0.92 0.41 -0.028
C 1.28 -0.23 -0.02 0.484
C 0.35 0.99 0.02 -0.827
C -2.32 -0.24 -0.07 -0.547
C -0.97 0.31 -0.41 -0.037
C 2.63 -0.15 -0.01 -0.828
H 3.33 -0.98 -0.06 0.270
H 0.28 1.45 1.03 0.263
H -2.93 -0.55 -0.94 0.208
H -2.96 0.14 0.68 0.248
H -0.99 -0.69 1.47 0.196
H 0.65 1.84 -0.58 0.331
H 3.15 0.83 0.04 0.234
H -0.77 0.03 -1.43 0.206


15
Properties=species:S:1:pos:R:3:mulliken_charge:R:1 method="wB97M-V/def2-TZVPD" total_energy_ha=-631.465421 relative_energy_kj_mol=330.1 fmax_ev_per_a=2.50 total_charge=0
S 1.62 -1.01 -2.68 -0.135
C 0.29 0.66 -0.27 -0.766
C 0.20 -0.86 -0.25 0.814
C 0.81 -1.59 -1.27 -0.361
C -0.55 -1.29 1.00 -0.895
C -0.92 -0.04 1.67 -0.325
C -0.75 1.15 0.72 -0.737
H 1.30 0.95 0.06 0.303
H -0.21 0.01 2.51 0.255
H 0.81 -2.67 -1.23 0.393
H -1.92 -0.10 2.13 0.397
H -1.69 1.35 0.21 0.301
H -0.45 2.06 1.24 0.296
H 0.13 1.09 -1.27 0.338
H 1.32 0.28 -2.58 0.122


15
Properties=species:S:1:pos:R:3:mulliken_charge:R:1 method="wB97M-V/def2-TZVPD" total_energy_ha=-631.408985 s_squared=2.0088 relative_energy_kj_mol=259.1 fmax_ev_per_a=7.83 multiplicity=3 total_charge=0
S -2.13 1.72 -0.92 -0.254
C 0.38 -0.59 0.32 1.045
C -0.65 0.76 -1.54 -0.020
C 1.13 0.74 0.11 -0.442
C 0.57 1.44 -0.93 -0.725
C 0.70 -1.43 1.48 -1.139
C -0.56 -0.71 -0.67 -1.064
H 0.78 -2.52 1.35 0.307
H 1.06 2.32 -1.19 0.484
H 1.59 -1.10 2.08 0.292
H -2.57 0.72 -0.07 0.153
H -1.38 -1.50 -0.71 0.388
H -0.11 -1.35 2.30 0.233
H 1.88 1.00 0.90 0.294
H -0.68 0.52 -2.52 0.446


16
Properties=species:S:1:pos:R:3:mulliken_charge:R:1 method="wB97M-V/def2-TZVPD" total_energy_ha=-1029.709895 relative_energy_kj_mol=213.1 fmax_ev_per_a=6.79 smiles="CC1=CC(=S)CCS1" total_charge=0
S -0.93 -1.63 0.75 -0.106
S 1.17 1.98 -1.56 -0.319
C -1.02 0.16 -1.39 -0.563
C -2.04 -0.45 -0.37 -0.665
C 0.82 0.57 0.46 -0.632
C 0.34 -0.51 1.19 0.540
C 1.24 -1.13 2.34 -1.130
C 0.15 0.97 -0.73 0.409
H -1.53 0.89 -1.96 0.351
H -0.35 -0.63 -1.93 0.281
H 1.74 1.23 0.70 0.236
H 1.46 -2.16 1.99 0.319
H -2.54 0.25 0.16 0.425
H 0.83 -1.04 3.40 0.285
H 2.32 -0.61 2.44 0.268
H -2.70 -1.25 -0.90 0.302


16
Properties=species:S:1:pos:R:3:mulliken_charge:R:1 method="wB97M-V/def2-TZVPD" total_energy_ha=-1029.697829 relative_energy_kj_mol=244.8 fmax_ev_per_a=1.27 smiles=C#C[C@@]1(S)CC[C@H]1S total_charge=0
S 2.08 -0.25 -1.06 -0.244
S -2.17 0.46 -0.77 -0.243
C 0.48 1.70 -0.03 -1.046
C 0.42 2.91 0.10 0.171
C -0.51 -1.57 0.31 -0.509
C 0.56 0.26 -0.16 0.554
C -0.63 -0.52 -0.81 -0.373
C 0.32 -0.57 1.14 -0.651
H 2.97 0.32 -0.18 0.167
H -1.45 -1.92 0.73 0.319
H -0.46 -0.88 -1.82 0.427
H 0.34 3.97 0.20 0.451
H 0.10 -2.43 -0.03 0.249
H -0.28 0.02 1.83 0.306
H -2.97 -0.56 -1.10 0.136
H 1.20 -0.94 1.65 0.284


15
Properties=species:S:1:pos:R:3:mulliken_charge:R:1 method="wB97M-V/def2-TZVPD" total_energy_ha=-522.615564 relative_energy_kj_mol=632.5 fmax_ev_per_a=5.23 total_charge=0
Si -0.20 0.48 0.02 0.232
C -0.98 1.96 -0.83 -0.463
C 2.60 1.14 0.13 -0.370
C 2.68 -0.04 -0.35 -0.322
C -1.74 -1.77 0.32 -1.052
C -1.42 1.84 0.44 -0.461
C 1.52 0.21 0.62 -0.304
H 2.65 2.10 -0.26 0.340
H -1.67 -1.73 -0.76 0.315
H -1.34 -2.72 0.65 0.300
H 3.22 -0.79 -0.80 0.421
H -2.61 -1.32 0.83 0.248
H 1.69 -0.40 1.58 0.301
H -2.14 2.34 0.93 0.522
H -1.52 2.42 -1.73 0.294


16
Properties=species:S:1:pos:R:3:mulliken_charge:R:1 method="wB97M-V/def2-TZVPD" total_energy_ha=-258.643477 relative_energy_kj_mol=461.8 fmax_ev_per_a=4.85 total_charge=0
C 2.04 0.01 0.74 -0.539
C -1.53 -0.53 -0.39 -0.832
C 1.06 -0.84 0.07 0.057
C 1.12 0.63 -0.42 0.269
C -1.27 0.73 0.48 -0.481
C -0.06 1.36 -0.16 -0.697
B -0.12 -1.68 -0.08 0.001
H -0.43 1.90 -1.02 0.348
H -2.44 -1.01 0.03 0.303
H -2.18 1.23 0.48 0.383
H -0.99 0.21 1.49 0.220
H 1.67 0.95 -1.41 0.290
H 3.03 -0.08 0.41 0.306
H 1.88 0.36 1.85 0.186
H -0.30 -2.91 -0.43 -0.062
H -1.46 -0.32 -1.63 0.248


16
Properties=species:S:1:pos:R:3:mulliken_charge:R:1 method="wB97M-V/def2-TZVPD" total_energy_ha=-258.763422 relative_energy_kj_mol=146.8 fmax_ev_per_a=6.83 total_charge=0
C -1.54 0.00 0.12 0.543
C -0.98 1.28 0.17 -0.487
C -0.03 -1.20 0.10 -0.794
C 0.36 1.37 -0.05 -0.479
C -2.68 -0.54 -0.16 -0.830
C 2.55 -0.11 -0.04 -0.888
B 0.98 -0.01 -0.06 -0.015
H 0.88 2.22 -0.17 0.577
H 3.15 -1.02 -0.05 0.320
H -3.59 0.01 -0.18 0.293
H -0.13 -2.01 -0.75 0.270
H 2.81 0.51 -0.91 0.277
H 2.69 0.60 0.83 0.272
H -1.75 1.98 0.46 0.329
H 0.09 -1.53 1.11 0.344
H -2.81 -1.57 -0.42 0.269


16
Properties=species:S:1:pos:R:3:mulliken_charge:R:1 method="wB97M-V/def2-TZVPD" total_energy_ha=-258.786965 relative_energy_kj_mol=85.0 fmax_ev_per_a=4.09 total_charge=0
C 0.46 -1.10 -1.47 -0.611
C 0.73 0.00 -0.61 -0.151
C 1.00 -0.65 0.72 -0.595
C 0.86 -2.00 0.48 -0.401
C 0.38 -2.30 -0.87 -0.712
C -0.89 1.82 0.65 -0.910
B -0.54 0.35 0.26 0.392
H -1.92 2.08 1.15 0.161
H 1.56 -0.35 1.56 0.453
H 0.02 2.06 1.24 0.308
H 1.38 0.80 -0.92 0.452
H 1.08 -2.61 1.33 0.421
H -0.77 2.36 -0.20 0.387
H 0.08 -0.89 -2.40 0.462
H 0.06 -3.15 -1.35 0.520
H -1.36 -0.45 0.43 -0.176